Entry 1:
A structure of composition C40H55N7S2SbSeV at a distorted geometry, computed with wB97M-V/def2-TZVPD.

The multiplicity is 2. The calculation puts the LUMO energy (alpha / beta) at -9.24 / -8.55 eV. The HOMO energy (alpha / beta) is -0.5758 / -0.5776 hartree. For the molar mass, the calculation gives 949.7 g/mol. The expectation value of S² is 0.9841. For the energy above the lowest of the compared OMol25 structures with the same formula, charge and spin, the calculation gives 23.5 kJ/mol. Its charge is +3.

Last column: Mulliken spin population.
Geometry (Å):
N  -0.2468  1.6794  -1.8837  0.00
H  -3.2170  0.0349  1.1929  0.00
C  -1.3600  1.6189  -2.8481  0.01
C  -0.7329  -3.2498  3.1130  0.00
Sb  1.7024  1.5369  2.1445  -0.15
C  2.9381  -1.7223  1.0844  0.05
C  -0.1971  2.9355  -1.1247  -0.01
N  4.5134  -2.3210  -4.5691  0.00
C  2.6919  0.8998  -1.1329  0.01
C  -0.5334  -2.3081  4.1123  0.00
N  -0.0281  -1.9779  -1.4896  -0.04
H  1.9599  3.9796  0.9984  0.00
N  2.7292  -4.1864  -4.7896  0.00
H  0.3144  -4.9140  -4.0027  0.00
H  5.0442  -0.0179  -3.3835  0.00
H  4.6122  -2.6939  0.0780  0.00
H  1.0407  -2.6992  0.8115  0.00
C  -3.3704  0.6466  -0.8626  0.00
C  -1.0184  -2.8606  -1.6782  0.02
H  -3.4848  1.5774  -1.4119  0.00
H  3.8996  2.1293  3.4772  0.00
H  4.4441  -2.0170  2.6324  -0.01
C  -0.3293  -4.5730  3.2567  0.00
H  -1.9135  -2.7201  -1.1029  0.00
C  -3.7997  -2.3875  3.0530  0.00
H  -0.3170  3.8120  -1.7657  0.00
N  -1.1879  -1.3043  1.1958  -0.03
H  0.5862  -5.9928  4.5746  0.00
C  -3.2434  -2.9460  1.9084  0.00
H  0.6117  1.6084  -2.4037  0.01
C  -1.9828  0.2419  -2.8498  0.01
H  -0.8380  -1.2723  3.9914  0.00
H  4.6782  1.2294  0.6250  0.00
H  0.2238  -1.9930  6.0868  0.00
S  -1.5002  -2.8741  1.5548  0.02
C  0.4681  -4.0357  5.4593  0.00
H  -3.5635  -4.0905  0.1046  0.00
C  1.2370  -3.1667  -3.1668  -0.02
H  1.2192  1.2337  6.1992  0.00
C  1.0844  -2.1206  -2.2595  0.02
C  3.5312  -2.8149  0.1817  -0.02
H  -1.3399  -0.7533  2.0382  0.00
C  2.4620  -3.2287  -3.9444  0.00
H  4.5003  1.8384  -1.7777  0.00
C  2.0926  -1.0837  -2.1207  0.03
H  4.4190  2.9241  1.0971  0.00
H  -2.8623  0.2486  -3.4979  0.00
H  3.3596  -0.7586  0.7897  -0.01
H  5.7372  1.9947  1.7985  0.00
H  -3.1896  -1.8776  3.7905  0.00
N  1.8191  -0.1102  -1.2187  -0.03
C  1.5929  3.7043  1.9896  -0.01
H  -5.6130  -2.0864  4.1453  0.00
V  0.0247  -0.4067  -0.1242  1.57
S  -1.3805  1.4596  0.9023  -0.04
H  3.3532  -3.8007  0.6230  0.00
H  -2.1008  2.3704  -2.5840  0.00
H  4.0732  0.4588  2.9395  0.00
H  0.9365  -4.3421  6.3866  0.00
C  -0.9434  -3.9193  -2.5632  0.00
C  4.6995  1.9302  1.4624  0.00
H  0.5315  3.9535  2.0398  0.00
H  -0.4914  -5.2901  2.4577  0.00
H  3.4447  4.2577  3.0180  0.00
H  2.2312  5.5244  2.9447  0.00
C  -3.0894  0.9320  0.5951  -0.01
C  -1.2658  3.0044  -0.0457  -0.01
Se  4.2969  -3.8038  -5.4884  0.00
N  -2.3006  -0.1728  -1.4721  -0.01
C  1.4037  -1.6975  1.0662  -0.32
C  3.2432  -1.0847  -2.9074  0.00
H  -4.3352  0.1420  -0.9261  0.00
H  -0.0084  1.9978  4.1352  0.00
C  0.2693  -4.9652  4.4462  0.00
C  0.0685  -2.7131  5.2926  0.00
H  -1.0330  1.8587  -3.8593  0.00
C  3.4512  -2.1938  -3.8215  0.00
H  -1.7827  -4.5948  -2.6651  0.00
H  -3.7444  1.7052  0.9971  0.00
H  0.7812  3.0109  -0.6582  0.00
H  -5.9985  -4.2878  0.4799  0.00
C  3.8458  0.9844  -1.8949  -0.01
C  -4.0195  -3.6296  0.9758  0.00
C  4.1408  -0.0251  -2.7830  0.00
H  3.0987  -2.8177  -0.8183  0.00
C  0.7855  1.2502  4.0839  -0.01
C  3.8132  1.4637  2.6163  -0.02
H  -2.2592  3.1952  -0.4507  0.00
C  -5.9541  -3.1941  2.3313  0.00
H  2.4619  1.6828  -0.4292  0.01
H  -1.2756  -0.4779  -3.2591  0.00
H  2.5438  0.6077  5.2197  0.00
H  0.3184  0.2623  4.0623  0.00
C  2.3725  4.4487  3.0748  -0.01
C  -5.1652  -2.5118  3.2539  0.00
H  2.0246  4.1986  4.0777  0.00
H  1.0368  -1.4522  2.0569  -0.02
C  3.3558  -2.0146  2.5342  -0.02
H  2.9414  -1.2832  3.2337  0.01
H  2.2391  2.3456  5.3011  0.00
C  -5.3850  -3.7491  1.1921  0.00
H  -1.0392  3.8027  0.6541  0.00
H  -2.6368  -1.1193  -1.5225  0.00
H  2.9891  -3.0030  2.8339  0.00
C  0.2028  -4.0917  -3.3056  0.01
H  -7.0160  -3.3076  2.5117  0.00
C  1.7602  1.3672  5.2587  0.00

Entry 2:
A structure of composition C40H56CdN3O9SSi, computed with wB97M-V/def2-TZVPD.

The multiplicity is 1. The calculation puts the LUMO energy at 2.14 eV. The HOMO energy is -0.1773 hartree. For the molar mass, the calculation gives 895.5 g/mol. For the energy above the lowest of the compared OMol25 structures with the same formula, charge and spin, the calculation gives 0.0 kJ/mol. Its charge is -1.

Last column: Mulliken charge in e.
Geometry (Å):
C  -2.9003  1.1495  -2.9250  2.17
C  1.9762  4.8360  -3.1685  -1.87
H  -0.3998  3.8984  5.7602  0.39
C  2.0121  1.7207  2.2223  0.48
O  -1.7961  2.0474  -2.9526  -0.19
H  -1.3151  4.5165  0.9737  -0.25
H  -0.2474  2.8527  -4.9123  0.11
H  -1.4099  6.2892  0.8618  0.67
H  2.9745  -0.5138  3.8129  0.54
Si  -1.2307  3.0643  -1.7790  -3.34
H  -3.2620  1.2983  -0.7900  0.06
H  2.4347  1.9628  7.9212  0.27
H  -1.5899  6.3519  -2.2542  0.14
H  2.4421  2.1542  -3.5474  0.59
O  0.2723  -0.6731  -1.9366  -1.02
C  3.0066  1.1139  1.2439  -0.15
H  -3.8445  4.4226  0.8319  0.20
C  1.5907  3.0422  2.0550  1.05
O  0.1438  -1.6830  0.8092  -0.93
C  -0.6974  -1.9232  1.7456  -0.54
O  2.4870  0.6606  0.1571  -0.79
H  -3.3575  6.3113  -2.3504  0.37
C  1.9494  -0.4869  3.4349  -2.03
C  1.8943  1.0895  7.5663  -0.64
H  0.3930  -4.2206  -1.9613  0.44
H  0.8539  1.5666  -3.0288  -0.14
C  0.1252  2.8084  3.9748  0.28
C  0.6649  3.5717  2.9481  -0.32
C  -1.8505  -3.4002  3.3104  -0.30
Cd  0.3094  0.5335  0.0846  4.18
H  1.3467  3.4147  -5.4696  0.46
H  1.2974  -1.0155  4.1325  -0.10
H  -2.0122  -4.4036  3.6900  0.40
C  -1.3426  5.3624  0.2861  -0.93
H  3.1180  3.6227  0.6478  0.51
H  2.2784  0.1984  8.0706  0.36
C  -2.5325  5.2520  -0.6634  2.17
H  -0.6136  -3.2086  -0.8882  0.07
H  -3.9457  6.1901  0.6929  0.44
H  -4.3552  2.7117  -2.6179  0.15
C  -2.3583  -1.2736  6.4358  -0.22
H  0.0608  4.5860  -5.1065  0.35
H  -3.9515  -0.1450  -1.5530  0.72
C  -3.0774  1.2462  3.0985  -1.53
H  2.8621  4.6681  -3.7849  0.43
O  -0.1673  4.0624  -2.5581  0.05
C  -3.8342  5.2600  0.1311  -1.84
C  -2.5440  -2.3709  3.8968  0.07
C  0.5421  1.4897  4.1066  0.55
H  -1.9631  1.6822  8.0610  0.43
H  -1.6544  -0.4403  -3.6452  0.12
H  -3.7432  0.1454  7.2320  0.41
H  -1.5240  2.6078  5.3417  0.13
C  -4.1536  1.9179  -3.3375  -1.80
C  -0.0289  -0.8029  6.8363  -0.21
C  1.6650  -2.1522  -3.5392  -1.18
H  1.9394  -1.0279  2.4869  0.41
C  -0.9184  -3.1926  2.2884  -0.67
H  -5.0175  1.2506  -3.3899  0.45
S  1.0849  -1.9451  -1.8542  0.64
C  0.9640  3.7114  -3.3532  2.25
H  -2.4380  0.5029  -4.9296  0.37
H  -4.6840  5.1521  -0.5453  0.37
C  0.5054  3.6346  -4.8076  -1.76
H  -3.6804  2.1005  3.3767  0.53
O  -2.5208  4.0318  -1.3941  -0.41
C  -2.4235  -1.0609  3.3542  1.02
H  -3.9397  -0.0632  4.5361  0.59
C  -0.8886  3.3903  4.9244  -1.70
C  -0.3712  0.4055  7.4331  0.66
O  -0.6266  2.3541  -0.5075  2.86
H  -2.2062  -0.0448  -1.2594  -0.27
C  -0.1230  -3.2656  -1.8574  -0.81
H  -1.9929  2.2832  1.4980  0.45
N  -3.4331  -2.1485  6.0511  -0.46
C  1.4932  0.9375  3.2562  0.53
C  -1.7144  0.7457  7.5792  -0.65
C  1.5742  2.3801  -2.9221  -1.05
H  -2.5623  7.3666  -1.1620  0.45
H  1.5270  5.7910  -3.4483  0.35
H  -3.9997  2.3734  -4.3175  0.36
C  -1.0217  -1.6288  6.3265  0.02
H  -0.7439  -2.5513  5.8356  0.41
H  2.1513  -3.1220  -3.6433  0.40
H  0.0900  0.8654  4.8689  -0.16
C  -3.0902  0.5277  -1.5438  -1.41
N  -1.4076  0.3487  1.6763  1.18
H  -1.5261  4.1200  4.4206  0.42
H  1.4588  3.6615  0.0219  -0.22
H  2.3826  -1.3549  -3.7224  0.36
H  -0.4050  5.3673  -0.2720  0.08
C  -3.2116  0.0487  3.7431  -0.56
C  2.0839  3.8645  0.8963  -1.34
C  -2.5091  6.4002  -1.6693  -1.84
C  -2.5779  0.0595  -3.9417  -1.81
H  1.9067  2.4095  -1.8833  0.03
H  -0.3485  -4.0245  1.8932  0.46
H  -3.3864  -0.6738  -3.9957  0.40
O  0.5312  1.3154  7.8874  -0.47
H  0.8183  -2.0574  -4.2186  0.31
H  0.3397  4.5998  2.8188  0.44
H  1.0053  -1.0943  6.7232  0.25
N  -3.4729  -2.6998  4.9413  -0.64
H  2.0329  0.9922  6.4867  0.12
C  -2.6961  -0.1008  7.1045  -0.16
C  -2.1434  1.3631  2.0530  -0.67
O  4.1976  1.1033  1.5299  -0.76
H  2.0156  4.9306  1.1198  0.55
C  -1.5247  -0.8518  2.2866  -0.95
H  2.2841  4.8899  -2.1229  0.26
H  -0.8296  -3.1042  -2.6712  0.32